[1]
ORCA calculation (ωB97M-V/def2-TZVPD) on a structure of composition C20H40BaO3SSi in a non-equilibrium geometry.

Summary:
Total energy: -1724.9031 Eh
Charge: 0

Last column: Mulliken charge in e.
CARTESIAN COORDINATES (ANGSTROEM)
O -0.8653 -0.0455 -0.3225  -0.969
H -2.8102 3.6551 -2.0129  0.336
H 1.3066 4.1154 -0.7024  0.266
S 1.9654 1.1501 -0.2332  -0.599
C -3.1777 0.5987 -0.5747  -1.399
C 0.6000 4.2255 -1.5450  -1.512
Ba 0.8576 -1.5859 -0.4519  1.424
C -0.8140 3.8141 -1.1249  1.597
C 3.5087 -2.9398 -1.1300  -1.187
H -1.6059 0.1863 -2.8328  0.170
H -1.7064 -2.5264 -0.1795  0.090
C -0.0728 1.5858 2.9232  1.709
H -0.4240 -4.0069 -1.3449  0.038
C 1.1714 -3.5766 0.7553  -0.606
H 1.8649 0.6558 2.5094  0.094
H -1.7472 0.3251 3.5475  0.294
H -1.7145 2.8863 3.5482  0.324
H 4.2144 -3.3721 0.9201  0.378
H -1.3526 5.7001 -0.2197  0.462
H 0.6586 -5.5309 0.3789  0.461
H -3.4263 -2.1114 -0.4342  0.471
H 0.7495 -3.2049 -3.2293  0.248
C -0.6105 2.8537 3.5971  -1.672
H 2.2346 -5.1064 -0.2786  0.253
H 1.7902 1.5933 4.0284  0.499
H -1.4648 3.3158 -3.1528  0.328
H 2.1263 -4.2701 -2.9784  0.389
O -0.4965 1.6090 1.6313  0.634
H 0.5865 5.2837 -1.8601  0.451
H 1.8802 2.4575 2.4571  0.308
H -3.2916 0.8445 0.4971  0.274
C 1.4159 -3.6188 -2.4538  -1.114
C 1.2115 -4.7348 -0.1397  -0.691
H -0.2695 -0.5843 3.0764  0.074
H 3.6660 -4.0129 -1.2992  0.370
C -2.0986 -0.4590 -0.8028  1.303
H 0.2563 -3.3990 1.3221  0.691
C -2.4678 -1.7335 -0.0427  -1.084
H -1.1325 -1.5066 -2.4735  0.112
C 2.2573 -2.5403 -1.8517  -0.666
H 0.9535 3.6039 -2.3882  0.295
O -0.7942 2.5024 -0.7694  0.227
H -2.5696 -1.5338 1.0399  0.218
C -1.9102 -0.7334 -2.2987  -1.158
H 0.3298 -5.4586 -2.0043  0.423
H -2.9794 1.5207 -1.1432  0.085
H -2.3149 4.3080 0.3871  0.263
H 2.0415 -1.9431 1.8472  0.425
C 0.5485 -4.4990 -1.5191  -0.177
H -1.8094 5.0014 -2.6326  0.423
H 4.3634 -2.4400 -1.6079  0.392
C 1.4596 1.5748 2.9757  -1.371
C 3.5631 -2.6490 0.4013  -0.417
C -0.6422 0.3251 3.5856  -1.368
H -2.8616 -1.0958 -2.7219  0.482
H 4.0283 -1.6628 0.5638  0.307
H -0.3198 0.2997 4.6404  0.481
C -1.3068 4.6360 0.0708  -1.312
Si -0.1845 1.3527 0.1101  -0.333
H 2.4246 -1.7412 -2.5475  0.651
H -0.2063 3.7571 3.1058  0.320
C -1.7854 3.9489 -2.3051  -1.598
H -0.2969 2.8607 4.6543  0.430
H -4.1410 0.1979 -0.9481  0.537
H -0.6156 4.5339 0.9249  0.113
C 2.2520 -2.6562 1.0578  -0.891

---

[2]
ORCA calculation (ωB97M-V/def2-TZVPD) on a structure of composition C20H40Br20 in a non-equilibrium geometry.

Summary:
Charge: 0
Energy above the lowest of the compared OMol25 structures with the same formula, charge and spin: 4.841 eV

Last column: Mulliken charge in e.
CARTESIAN COORDINATES (ANGSTROEM)
Br 4.6992 0.0746 -3.9482  -0.152
Br -3.8715 5.4410 2.4447  -0.128
C 7.9231 -4.1312 0.5440  -0.721
H 6.4359 -1.3226 -5.0368  0.337
Br 2.0894 10.3557 0.1414  -0.187
C -3.8211 -3.7067 -5.5238  -0.617
C 1.5894 -6.6898 -1.6210  -0.640
Br 4.1595 3.7499 5.3403  -0.173
C -6.3221 -2.0991 3.4988  -0.632
H -4.7596 6.7709 4.3980  0.391
C 1.4073 8.4430 -0.0187  -0.506
H -3.6572 3.8635 4.7316  0.369
Br 0.8032 -8.5008 0.4395  -0.159
H 2.1037 1.7306 4.6605  0.376
H -6.7161 -3.8317 2.5739  0.371
H -5.8356 -1.7617 2.5836  0.401
H 8.4327 -4.2950 2.5880  0.329
C 6.3827 -0.2352 -4.9847  -0.591
Br 2.0901 5.7633 0.6701  -0.161
H 1.5536 8.0668 -1.0312  0.385
H -4.6954 4.6495 6.0547  0.307
H -3.0642 -3.9303 -4.7720  0.381
Br -7.7248 5.4407 -3.3373  -0.178
H 4.6195 1.4773 4.3243  0.375
C 0.3314 -1.2786 -0.0752  -0.731
H 3.1405 8.1143 1.3761  0.407
Br -1.3946 0.2582 1.4095  -0.146
H -0.0035 0.8047 -0.6640  0.372
H 7.7073 -0.2753 -3.3277  0.356
C -7.4860 2.7745 -2.4498  -0.567
H -4.6263 -3.2514 -4.9472  0.386
C 8.2578 -4.9496 1.7341  -0.430
C -6.8031 3.6946 -3.4501  -0.623
H -1.2731 -0.4580 -1.0635  0.313
H 7.8666 -4.6456 -0.4153  0.385
H 2.2374 1.4134 6.3149  0.361
C -0.5508 -0.0805 -0.3398  -0.463
C 7.5424 0.3501 -4.2051  -0.545
C 4.1532 1.7452 5.2724  -0.570
H -7.3813 3.2917 -1.4961  0.359
Br 10.1413 -5.6280 1.3893  -0.165
H 1.1715 -0.8428 0.4655  0.389
H 1.6351 7.7629 2.0304  0.349
H -5.6431 -2.6393 4.1584  0.386
H -7.9187 -3.4817 3.9050  0.404
H 1.8610 -8.7860 -1.8730  0.352
C 2.0238 -8.0610 -1.0755  -0.479
H 7.5171 -5.6645 2.0921  0.385
Br -6.3287 1.1654 -2.4044  -0.177
H -8.5616 2.6056 -2.5015  0.411
H 0.5056 -6.5759 -1.5988  0.361
H 6.2098 0.0947 -6.0091  0.389
Br 2.7275 -0.6614 5.1582  -0.135
C -4.7542 5.7058 4.1665  -0.592
C -7.3029 -3.0792 3.1008  -0.617
Br -4.4219 -5.3844 -6.4584  -0.147
Br 9.1731 0.4914 -5.3388  -0.166
Br -7.0706 -0.4450 4.3709  -0.152
H 3.0528 -8.1069 -0.7189  0.346
Br 1.9316 -6.3797 -3.5147  -0.161
H 0.3481 8.4884 0.2343  0.337
H 2.0092 -5.9775 -0.9107  0.379
Br -2.4010 -1.0962 -5.7291  -0.173
Br -8.7190 -2.2213 1.8555  -0.161
H -5.7734 3.8981 -3.1561  0.367
H -4.2029 -2.3183 -6.9542  0.349
H -2.5327 -3.2847 -7.1137  0.417
H 8.7868 -3.5065 0.3160  0.379
H 4.6831 1.3680 6.1471  0.367
H 7.2632 1.3128 -3.7768  0.375
C 2.1765 7.6958 1.0867  -0.623
H -5.8306 5.5450 4.1066  0.333
Br -0.5249 -2.6289 1.1860  -0.140
H 0.6922 -1.6896 -1.0180  0.406
C -3.2691 -2.7104 -6.5515  -0.595
C 2.7578 1.2304 5.3747  -0.600
Br 6.3412 -3.0051 0.5571  -0.162
Br -2.5910 5.8241 5.9145  -0.136
H -6.6393 3.3831 -4.4817  0.408
C -4.0625 4.7726 5.1758  -0.542

---

[3]
ORCA calculation (ωB97M-V/def2-TZVPD) on a cluster of 4 separate species, C20H40Br2N2O10PS4 in total in a non-equilibrium geometry.

Summary:
Charge: +1
Energy above the lowest of the compared OMol25 structures with the same formula, charge and spin: 5.851 eV

Last column: Mulliken charge in e.
CARTESIAN COORDINATES (ANGSTROEM)
O 1.2582 2.0401 -6.8243  -0.631
C 2.9089 2.6793 -9.2816  -0.313
N -0.5388 -2.6109 -1.0911  0.292
H -3.0874 1.2573 0.7618  -0.156
H 1.2827 -3.0558 1.4332  0.132
C -1.0087 4.0712 6.9935  -0.964
H 3.9316 -0.2495 -6.5818  0.368
C -3.9991 -1.3840 -1.8852  -0.229
C -1.2142 4.7281 5.6415  -0.325
O 0.5506 -4.4600 6.0314  -0.274
H -1.2439 3.0034 6.9510  0.269
H -5.7927 1.4603 0.5555  0.292
H -1.4223 0.3021 1.7900  0.249
H -1.6267 -3.0743 5.4692  0.280
C 1.7742 -6.4292 4.9558  -0.993
H 1.8726 3.0210 -9.1891  0.303
H 3.0297 2.2870 -10.2968  0.270
H -1.0669 5.8084 5.7431  0.281
H 2.3124 -4.3251 0.3238  0.358
H -1.7050 2.6673 -0.1583  0.170
H -1.0257 -1.4842 6.0033  0.392
H 4.9170 3.4598 -9.0880  0.261
H 2.3688 -6.7900 4.1136  0.371
O -1.8106 2.7566 3.4212  -0.648
S 2.6740 1.7375 -6.8410  1.223
C 0.2915 -3.1339 6.4675  -0.390
H 0.3808 3.7896 2.0382  0.290
O 3.6379 2.5326 -6.1110  -0.609
H 0.1998 2.2520 0.1599  -0.065
H 1.2182 -2.5530 6.5212  0.319
C -2.8978 -0.5829 -0.9468  0.748
H -6.2970 -1.8326 -2.5932  0.309
H 0.7498 2.0425 2.1552  0.078
H 2.2086 -0.5781 -6.9780  0.316
C -0.6281 2.6254 -0.6146  -0.460
O 0.7511 -4.4779 3.5370  -0.531
O 2.7799 -4.0056 4.9776  -0.669
O -0.0141 1.7877 4.9205  -0.600
C -5.2772 0.6283 -0.1319  -0.345
Br -2.2260 2.0751 -3.1891  -0.059
C -3.6579 0.5528 0.0200  0.021
H 1.6771 3.2102 3.1416  0.437
H -0.1051 -3.2035 7.4858  0.288
S 1.5233 -4.6856 4.7431  1.206
H 3.7623 4.5818 -9.8511  0.388
H 1.0926 0.3772 -1.5020  0.586
N -6.2285 -0.1554 -0.9702  -0.394
H -3.5925 -2.2020 -2.6503  0.037
C -0.7341 -2.4506 5.5827  -0.749
H 0.3759 -4.5202 0.6030  0.263
H -2.2356 4.5746 5.2776  0.302
C -5.6164 -1.1710 -1.8731  -0.190
H 2.3092 -6.5988 5.8918  0.353
H 0.8032 -6.9281 4.9659  0.319
P -1.0107 -0.8719 -0.9204  0.281
C -0.5349 1.8610 -2.0763  -0.438
H -0.3291 3.7602 -0.8356  0.400
H -1.4918 -2.4664 -3.1511  0.285
C 2.8951 0.0353 -6.3917  -0.870
H 0.0343 4.1597 7.3141  0.264
H -1.6537 4.5294 7.7485  0.397
C 0.0122 0.3186 -2.0078  -0.338
C 1.2986 -3.7695 0.5056  -0.678
H 2.6713 -0.0648 -5.3273  0.205
C 0.7028 2.9862 2.7032  -0.692
H -0.3331 -2.2756 4.5798  0.087
O -0.2646 4.2672 4.6919  -0.254
H -0.0923 -3.7792 -2.9024  0.286
H 3.7246 4.3033 -8.1036  0.293
H 0.2887 2.4704 -2.6905  0.550
O 1.8977 -2.3218 -1.6035  -0.475
O 3.1694 1.6070 -8.3884  -0.267
C -1.0057 -3.2075 -2.3902  -0.712
C 3.8842 3.8226 -9.0735  -0.982
S -0.4014 -0.3987 1.1318  -0.259
S -0.4872 2.8051 4.0067  1.173
Br 0.3165 -0.2806 -3.8897  0.092
H -1.8140 -4.0372 -2.1357  0.253
C 0.9335 -2.8197 -0.8221  0.222

---

charge of number 1 (C20H40BaO3SSi)? 0